# 1
Computed, not measured: a molecular structure, C48H62AsBaN5O6P2Si2Te in a non-equilibrium geometry, with wB97M-V/def2-TZVPD.

Each line ends with the Mulliken charge.
Positions of all 128 atoms, in Å:
Ba  -0.279  0.824  0.411  1.073
O  6.936  -1.061  2.418  -0.782
C  6.653  -0.778  1.245  0.539
O  7.333  -0.907  0.217  -0.751
C  5.209  -0.218  1.030  -0.221
C  4.752  0.159  -0.208  -1.061
C  3.378  0.465  -0.403  0.021
N  2.540  0.561  0.651  1.389
C  3.016  0.305  1.882  0.589
C  4.311  -0.150  2.096  -1.166
C  2.121  0.535  3.024  0.683
C  2.563  0.340  4.343  -0.878
C  1.723  0.617  5.399  -0.701
C  0.429  1.041  5.127  -1.102
C  0.061  1.168  3.799  -0.528
N  0.877  0.957  2.783  0.526
C  2.886  0.669  -1.722  -0.288
C  3.690  0.820  -2.876  -1.330
C  3.392  1.829  -3.755  -1.587
C  2.513  2.848  -3.286  -0.015
C  1.701  2.607  -2.235  -0.870
N  1.569  1.229  -1.865  2.914
H  5.451  0.210  -1.029  0.507
H  4.683  -0.454  3.061  0.565
H  3.557  -0.026  4.538  0.450
H  2.069  0.491  6.419  0.411
H  -0.273  1.262  5.916  0.496
H  -0.944  1.457  3.527  0.679
H  4.547  0.184  -3.044  0.480
H  3.945  1.961  -4.673  0.355
H  2.592  3.846  -3.693  0.478
H  1.132  3.356  -1.704  -0.130
N  -2.998  1.394  1.478  0.684
C  -4.163  1.463  0.616  -0.439
C  -4.419  0.145  -0.114  -0.171
C  -3.519  -0.096  -1.327  -0.932
N  -2.221  -0.608  -0.944  0.964
H  -3.165  0.706  2.222  -0.378
H  -2.883  2.295  1.933  -0.492
H  -3.997  2.259  -0.116  0.010
H  -5.078  1.705  1.191  0.345
H  -5.464  0.122  -0.442  0.397
H  -4.271  -0.671  0.597  -0.182
H  -3.358  0.846  -1.859  0.273
H  -4.043  -0.787  -2.016  0.473
H  -1.671  -0.785  -1.778  -0.028
H  -2.305  -1.484  -0.437  -0.881
O  -0.567  0.997  -2.539  -0.066
C  0.582  0.559  -2.516  -1.008
C  0.945  -0.622  -3.354  -0.369
C  0.698  -0.411  -4.710  -0.609
C  1.075  -1.342  -5.656  -0.915
C  1.690  -2.515  -5.240  -0.813
C  1.908  -2.747  -3.895  -0.073
C  1.534  -1.815  -2.925  0.605
P  1.727  -2.103  -1.118  1.833
C  3.122  -3.318  -1.221  -0.372
C  4.414  -2.817  -1.118  -0.376
C  5.524  -3.641  -1.191  -0.910
C  5.357  -5.000  -1.389  -0.697
C  4.075  -5.514  -1.509  -0.794
C  2.967  -4.689  -1.421  -0.182
C  0.392  -3.359  -0.905  1.097
C  0.400  -4.087  0.284  -0.341
C  -0.511  -5.103  0.491  -0.549
C  -1.472  -5.384  -0.468  -0.818
C  -1.527  -4.622  -1.622  -0.646
C  -0.604  -3.614  -1.839  -0.833
H  0.220  0.511  -5.008  0.519
H  0.901  -1.151  -6.709  0.349
H  1.990  -3.256  -5.970  0.392
H  2.369  -3.676  -3.589  0.433
H  4.562  -1.764  -0.951  0.469
H  6.504  -3.202  -1.078  0.568
H  6.215  -5.659  -1.446  0.359
H  3.935  -6.575  -1.678  0.394
H  1.980  -5.123  -1.509  0.438
H  1.144  -3.852  1.032  0.377
H  -0.469  -5.688  1.400  0.431
H  -2.188  -6.181  -0.306  0.365
H  -2.281  -4.826  -2.373  0.316
H  -0.646  -3.034  -2.753  0.259
C  -4.546  -3.623  0.350  -1.042
C  -3.770  -3.416  1.647  -0.603
O  -2.498  -2.909  1.388  0.716
P  -1.682  -1.883  2.452  -1.605
O  -0.887  -0.992  1.585  0.876
Te  -3.085  -1.129  4.159  -0.543
O  -0.570  -2.931  3.045  0.034
C  -0.993  -3.972  3.873  -0.007
C  0.215  -4.793  4.303  -1.525
H  -5.596  -3.809  0.570  0.412
H  -4.137  -4.468  -0.196  0.257
H  -4.469  -2.744  -0.283  0.057
H  -3.700  -4.377  2.183  0.260
H  -4.306  -2.715  2.318  0.388
H  -1.699  -4.615  3.327  0.034
H  -1.526  -3.561  4.747  0.402
H  0.893  -4.890  3.459  0.260
H  -0.105  -5.780  4.628  0.394
H  0.750  -4.304  5.112  0.375
C  -1.932  6.989  1.825  -1.304
Si  -2.192  5.069  1.711  0.522
C  -4.138  4.963  1.622  -1.408
C  -1.807  4.450  3.497  -1.398
As  -0.665  4.081  0.279  0.176
Si  -1.336  5.142  -1.683  0.637
C  -0.290  6.767  -1.886  -1.303
C  -1.104  4.263  -3.377  -0.987
C  -3.141  5.830  -1.795  -1.245
H  -2.453  7.449  2.661  0.430
H  -2.275  7.472  0.915  0.278
H  -0.872  7.209  1.928  0.312
H  -4.615  5.810  2.111  0.439
H  -4.524  4.061  2.088  0.445
H  -4.470  4.961  0.589  0.308
H  -1.911  5.236  4.239  0.444
H  -0.781  4.090  3.538  0.212
H  -2.456  3.634  3.801  0.378
H  0.766  6.521  -1.963  0.354
H  -0.413  7.394  -1.006  0.276
H  -0.561  7.357  -2.759  0.345
H  -0.063  4.279  -3.677  0.264
H  -1.684  4.727  -4.171  0.520
H  -1.397  3.221  -3.311  -0.004
H  -3.356  6.454  -0.935  0.263
H  -3.867  5.022  -1.812  0.281
H  -3.297  6.432  -2.687  0.408

Summary:
ΔE to the lowest compared entry with this formula, charge and spin, kJ/mol: 67.9
Charge: -2
HOMO level, Eh: -0.0650

***

# 2
Computed, not measured: 10 unconnected molecules or ions with the total composition C48H63BI2N11O3 in a non-equilibrium geometry, with wB97M-V/def2-TZVPD.

Each line ends with the Mulliken charge.
Positions of all 128 atoms, in Å:
C  1.649  3.129  6.888  -0.794
C  2.434  4.142  5.906  -0.453
B  1.376  4.698  4.798  0.166
O  1.548  6.089  4.402  -0.662
N  0.319  3.815  4.190  1.051
C  0.623  2.451  3.737  -0.459
C  -0.668  1.888  3.140  0.655
C  -1.100  0.530  2.503  -1.099
I  -3.265  0.107  2.519  0.045
C  -0.283  -0.448  1.891  0.568
C  -0.935  -1.779  1.261  -0.982
I  1.853  -0.140  1.749  0.513
N  -1.601  2.994  3.337  0.249
C  -1.061  4.160  3.982  -0.694
C  -1.898  5.468  4.336  0.154
C  -3.391  4.945  4.737  -0.828
O  -3.958  5.693  5.842  -0.310
C  -4.962  4.870  6.492  0.594
C  -6.121  4.173  5.607  -0.749
O  -4.919  4.732  7.724  -0.494
H  1.903  3.397  7.972  0.298
H  0.505  3.182  6.745  0.202
H  1.976  2.034  6.742  0.254
H  2.988  4.989  6.438  0.374
H  3.240  3.546  5.321  0.270
H  2.502  6.244  4.204  0.305
H  1.603  1.886  3.797  0.164
H  -1.614  -1.563  0.366  0.369
H  -1.592  -2.330  2.039  0.406
H  -0.102  -2.530  0.999  0.052
H  -2.600  2.987  3.053  0.315
H  -1.443  5.912  5.297  0.330
H  -1.998  6.220  3.488  0.012
H  -3.362  3.837  5.070  0.417
H  -4.096  4.958  3.817  0.234
H  -6.131  4.581  4.525  0.270
H  -7.160  4.386  6.035  0.326
H  -5.861  3.057  5.578  0.255
N  0.472  4.720  -1.603  0.070
C  0.761  3.381  -1.587  -1.090
C  0.659  2.940  -0.291  -0.154
C  0.288  4.053  0.505  0.345
C  0.178  5.137  -0.333  -1.218
H  0.475  5.307  -2.421  0.197
H  1.015  2.860  -2.498  0.533
H  0.831  1.926  0.045  0.184
H  0.121  4.061  1.571  0.665
H  -0.082  6.165  -0.134  0.475
N  -1.427  10.127  2.694  0.001
C  -0.848  10.669  3.810  -0.316
C  -0.142  9.677  4.447  -1.068
C  -0.295  8.493  3.683  0.698
C  -1.091  8.802  2.606  -1.043
H  -2.008  10.625  2.040  0.195
H  -0.990  11.711  4.055  0.413
H  0.423  9.792  5.360  0.376
H  0.130  7.523  3.898  0.479
H  -1.447  8.195  1.786  0.385
N  0.048  1.769  -5.251  0.061
C  -1.038  1.282  -4.573  -0.591
C  -1.288  0.012  -5.032  -0.374
C  -0.314  -0.280  -6.019  -0.431
C  0.499  0.822  -6.131  -0.795
H  0.453  2.682  -5.122  0.209
H  -1.539  1.879  -3.826  0.441
H  -2.084  -0.636  -4.694  0.503
H  -0.218  -1.195  -6.585  0.581
H  1.355  1.013  -6.759  0.411
N  7.403  1.344  0.784  0.043
C  7.361  1.002  2.109  -0.539
C  6.060  0.701  2.428  -0.393
C  5.290  0.862  1.249  0.318
C  6.146  1.256  0.250  -1.008
H  8.231  1.617  0.279  0.193
H  8.258  1.004  2.709  0.393
H  5.702  0.397  3.401  0.382
H  4.226  0.705  1.143  0.097
H  5.969  1.483  -0.790  0.376
N  -3.274  -1.899  -7.198  0.209
C  -3.499  -3.247  -7.298  -0.498
C  -4.856  -3.455  -7.258  -0.555
C  -5.474  -2.185  -7.134  -0.396
C  -4.474  -1.244  -7.102  -0.653
H  -2.367  -1.458  -7.195  0.209
H  -2.676  -3.940  -7.388  0.408
H  -5.350  -4.414  -7.313  0.402
H  -6.533  -1.982  -7.076  0.436
H  -4.511  -0.169  -7.019  0.436
N  2.366  -3.218  0.340  0.186
C  2.555  -4.503  0.775  -0.756
C  3.195  -5.198  -0.221  0.063
C  3.406  -4.298  -1.296  -0.659
C  2.887  -3.083  -0.920  -0.411
H  1.914  -2.484  0.865  -0.070
H  2.217  -4.811  1.753  0.384
H  3.481  -6.238  -0.181  0.157
H  3.885  -4.515  -2.239  0.387
H  2.842  -2.138  -1.440  0.398
N  4.301  -9.187  -0.844  0.031
C  3.078  -9.533  -0.334  -0.266
C  2.786  -10.807  -0.761  -0.569
C  3.875  -11.246  -1.553  -0.492
C  4.796  -10.228  -1.584  -0.514
H  4.764  -8.305  -0.697  0.185
H  2.522  -8.846  0.285  0.412
H  1.888  -11.361  -0.529  0.456
H  3.975  -12.202  -2.046  0.386
H  5.757  -10.153  -2.069  0.379
N  -4.405  -0.124  -10.400  0.049
C  -5.439  -0.516  -11.207  -0.502
C  -6.173  0.599  -11.530  -0.392
C  -5.555  1.707  -10.898  -0.431
C  -4.466  1.231  -10.211  -0.466
H  -3.708  -0.736  -10.008  0.189
H  -5.564  -1.553  -11.480  0.372
H  -7.055  0.616  -12.152  0.395
H  -5.873  2.739  -10.943  0.393
H  -3.731  1.738  -9.604  0.388
N  1.677  -10.987  2.797  0.133
C  2.024  -9.908  3.565  -0.329
C  1.862  -10.257  4.884  -0.520
C  1.406  -11.597  4.913  -0.524
C  1.304  -12.023  3.611  -0.372
H  1.695  -11.014  1.789  0.156
H  2.354  -8.987  3.109  0.333
H  2.052  -9.618  5.734  0.378
H  1.178  -12.187  5.789  0.379
H  0.998  -12.970  3.194  0.352

Summary:
Charge: +1
HOMO level, Eh: -0.3340

***

Look up the HOMO level of the first one.
-0.0650 Eh